Record 1
C20H34N4O2 in the gas phase in a non-equilibrium geometry, computed with the ωB97M-V functional and the def2-TZVPD basis.

**HOMO-LUMO gap**: 9.1 eV
**ΔE to the lowest compared entry with this formula, charge and spin**: 15.7 kJ/mol
**Molecular weight**: 362.52 g mol⁻¹
**SMILES string**: CCN1CCC[C@@H]1CNC(=O)CCc1nnc(CCC2CCCCC2)o1
**Max |F|**: 1.32 eV Å⁻¹

CARTESIAN COORDINATES (ANGSTROEM)
H (1.8130, 2.9220, 1.6498)
C (-0.3827, -2.5908, -2.3069)
H (1.1387, 1.9351, 0.3512)
H (4.3341, 0.2907, -1.7000)
N (-1.4233, -0.4885, -1.7135)
C (-3.4427, -0.9082, 1.0920)
H (4.9844, 1.2728, -0.3805)
C (3.2793, 2.1382, -1.3778)
H (-4.7371, 1.2007, 1.4945)
H (-1.3061, 0.3761, 0.8456)
H (-1.5335, 3.0444, 0.2449)
C (-4.5770, -1.8168, 0.6243)
N (0.7615, -1.6588, 1.7859)
H (-3.6267, -0.6196, 2.1421)
C (-2.0190, 0.9074, 0.2078)
H (3.2129, -1.4799, 2.5895)
H (2.3823, 1.7770, -1.8840)
C (-1.4928, 0.8729, -1.2392)
H (-2.4979, -1.4551, 1.0603)
C (-0.2647, -1.0943, -2.0208)
H (2.2128, 0.5125, 2.0205)
N (-0.3118, -2.0543, 1.0668)
H (-5.5388, -1.3205, 0.7265)
C (3.2151, -1.9643, 1.6141)
H (2.3011, -0.1544, -0.3744)
H (-0.4875, 1.2934, -1.3009)
H (4.9365, -0.8336, 1.0122)
C (1.8055, -2.1594, 1.2136)
C (2.8397, 1.0549, 1.3115)
H (2.3064, 3.8985, -0.5917)
C (-2.2492, 2.3477, 0.6766)
H (4.1631, -1.7218, -0.3043)
H (-2.1746, 2.3990, 1.7633)
H (-5.1994, 1.1011, -0.2174)
H (-4.5928, -2.7264, 1.2193)
O (0.8001, -0.5106, -2.0812)
C (4.0621, 0.9358, -0.8622)
H (3.7021, -2.9381, 1.7037)
C (-4.3576, 1.2615, 0.4625)
H (-4.1637, 3.4091, 0.8021)
H (0.5737, -2.9168, -2.7178)
H (-2.2633, -1.0240, -1.5562)
H (-0.4367, -4.4147, -1.1326)
C (-3.6850, 2.6140, 0.2336)
C (0.1302, -2.7792, 0.0936)
C (2.0706, 2.2738, 0.8088)
O (1.4720, -2.8980, 0.1308)
H (-1.1679, -2.7783, -3.0396)
H (3.7880, 3.4437, 0.2544)
H (3.7469, 1.3788, 1.8290)
C (3.9719, -1.1123, 0.5818)
C (3.2182, 0.1473, 0.1409)
H (-3.7130, 2.8805, -0.8230)
N (-3.3286, 0.2534, 0.2328)
C (-0.6787, -3.3578, -1.0058)
C (2.8856, 3.0497, -0.2203)
H (-4.4434, -2.0844, -0.4217)
H (3.8794, 2.6924, -2.1032)
H (-2.1648, 1.4398, -1.8896)
H (-1.7270, -3.2633, -0.7221)

---

Record 2
2 unconnected molecules or ions with the total composition C20H34N4O5 in a non-equilibrium geometry, computed with the ωB97M-V functional and the def2-TZVPD basis.

**HOMO-LUMO gap**: 8.8 eV
**ΔE to the lowest compared entry with this formula, charge and spin**: 0.0 kJ/mol
**Molecular weight**: 410.51 g mol⁻¹
**SMILES string**: CNC(=O)[C@H](CC(C)C)NC(C)=O.CC(CO)(CO)NC(=O)Nc1ccccc1
**Max |F|**: 2.53 eV Å⁻¹

CARTESIAN COORDINATES (ANGSTROEM)
O (-2.7931, -2.7357, -5.1755)
O (4.6627, 3.1581, 3.1445)
H (1.8536, 1.8027, 3.2748)
H (2.7355, -0.1535, 3.9386)
H (-4.2626, -1.5710, -6.0200)
H (-2.2360, -2.7044, -5.9699)
C (5.2334, 1.7100, 6.9043)
H (6.2689, 1.8379, 6.5811)
C (3.4546, 2.9890, 3.1064)
H (4.2292, -1.6960, 0.0847)
H (-7.6023, -0.8161, -5.6282)
H (4.9233, 2.5841, 7.4777)
N (-3.5515, -0.0638, -1.8883)
C (-0.0198, 0.6466, -0.9597)
N (2.8575, 1.8195, 3.3459)
H (3.0769, 0.9748, -0.7835)
H (3.7235, 1.9601, 0.5380)
C (-5.1054, -2.5201, -4.2566)
H (-1.6447, 2.1882, 1.6033)
H (2.5625, -1.3917, -0.4590)
C (-5.0906, -3.8836, -3.5386)
H (2.2152, 0.1571, 1.3970)
C (-4.1723, -2.5283, -5.4960)
H (0.6562, 1.7917, 0.7364)
H (5.1722, 0.8213, 7.5350)
H (-6.8255, -3.0346, -5.4873)
H (3.1447, 5.0521, 2.6903)
C (-2.6004, 1.1177, -0.0084)
C (-1.4952, 1.6165, 0.6927)
C (-0.2029, 1.3905, 0.2096)
H (3.7054, 2.2660, 5.5284)
O (-6.6878, -0.9652, -5.3288)
N (4.3759, 1.5447, 5.7330)
H (4.7389, 0.7288, -0.2278)
C (3.2228, -1.4281, 0.4074)
C (-1.1256, 0.1367, -1.6457)
H (1.8156, 4.2772, 3.5816)
H (-4.0681, -4.1948, -3.3071)
H (5.0782, 0.4590, 2.1363)
H (0.9756, 0.4558, -1.3449)
C (-3.6784, -1.2728, -2.5404)
C (3.2402, -0.0700, 1.1078)
H (-0.9746, -0.4460, -2.5500)
C (-2.4265, 0.3730, -1.1815)
O (5.3628, -0.3068, 4.9575)
O (-2.9685, -2.2137, -2.2281)
C (3.5252, 0.5333, 3.6337)
C (3.7238, 0.9683, 0.0903)
H (-7.2413, -2.3664, -3.9045)
H (-4.4947, -3.3144, -6.1858)
C (4.1518, -0.0743, 2.3565)
C (-6.5490, -2.2742, -4.7487)
H (-5.2269, -0.5300, -3.6082)
H (-5.5357, -4.6580, -4.1699)
H (-5.6535, -3.8308, -2.6020)
H (2.8511, -2.1889, 1.0938)
C (4.5049, 0.5595, 4.8345)
N (-4.7935, -1.4092, -3.3459)
H (-4.4242, 0.4131, -1.7071)
H (4.4323, -1.1026, 2.5888)
C (2.5424, 4.1486, 2.7822)
H (2.0339, 3.9550, 1.8394)
H (-3.6001, 1.3080, 0.3664)

---

Record 3
4 unconnected molecules or ions with the total composition C20H34O10, computed with the ωB97M-V functional and the def2-TZVPD basis.

**HOMO-LUMO gap**: 9.6 eV
**ΔE to the lowest compared entry with this formula, charge and spin**: 0.0 kJ/mol
**Molecular weight**: 434.48 g mol⁻¹
**SMILES string**: CC[C@]1(CCOC=O)OC(=O)O[C@H]1CCOC=O.CC(C)=O.CC(C)=O.CC(C)=O
**Max |F|**: 0.58 eV Å⁻¹

CARTESIAN COORDINATES (ANGSTROEM)
H (-9.2610, 1.5001, 2.8715)
C (1.9213, 0.7268, -2.0622)
H (7.9467, -1.4929, 1.7713)
H (2.8990, -0.7508, -0.8712)
H (9.8728, -0.3826, 3.2452)
H (-6.1032, -1.2921, 0.0914)
C (-9.4355, 0.0831, 1.2808)
C (4.2435, 1.6453, 0.6318)
C (2.9505, 2.0817, -0.0359)
O (-4.3535, -0.8939, 2.6037)
O (-3.5111, -1.1178, -2.2797)
H (-0.0499, -0.3876, -3.2828)
C (2.3489, 2.3794, -3.5744)
H (-5.0082, -2.6699, 0.1609)
H (-10.5216, 1.8889, 1.6749)
C (-5.1567, -1.5633, 1.9935)
H (-4.3450, -1.0250, 0.0800)
C (7.7578, -0.0561, 3.3524)
C (-6.2315, -2.3568, 2.6924)
H (-8.8242, 2.1368, 1.2677)
O (2.3777, 2.9934, -4.5852)
H (-9.0749, 0.4869, -0.7937)
C (-9.5145, 1.4920, 1.8146)
O (-9.1265, -0.8473, 1.9889)
O (6.0482, -0.9819, -0.7956)
C (2.2412, -0.7313, -1.7418)
C (9.1151, -0.1699, 4.0013)
H (5.0616, 2.3220, 0.3744)
H (9.3590, 0.7576, 4.5130)
H (-0.6800, 1.2459, -3.5880)
C (-5.1447, -1.6368, 0.4857)
O (4.5845, 0.3027, 0.2656)
H (6.2778, -1.0391, 2.1838)
O (7.0976, 0.9556, 3.4292)
C (2.9128, -1.5131, -2.8731)
C (-2.4879, -0.7395, -2.7589)
C (2.8924, 1.7604, -1.5114)
H (-2.1018, -1.1050, -3.7271)
H (3.9576, -1.2278, -2.9942)
O (2.1205, 1.0464, -3.4850)
H (9.1194, -0.9951, 4.7155)
C (-0.4704, 0.5058, -2.8166)
H (-9.6645, -1.1570, -0.4464)
H (0.3119, 2.1387, -1.6434)
H (6.3860, 0.9761, -0.4910)
C (-9.7566, -0.1066, -0.1817)
H (-7.2093, -2.0124, 2.3536)
O (2.5445, 2.9014, -2.3348)
O (-1.7076, 0.1680, -2.1611)
H (-10.7719, 0.2358, -0.3888)
C (5.7367, 0.0906, -0.3816)
H (-6.1349, -3.4162, 2.4467)
H (2.8870, -2.5771, -2.6398)
C (7.2627, -1.2586, 2.5889)
H (-6.1497, -2.2231, 3.7686)
H (2.9138, 3.1697, 0.0547)
H (3.8770, 1.4516, -1.8893)
C (0.4615, 1.0646, -1.7491)
H (4.1338, 1.6565, 1.7141)
H (7.2007, -2.1327, 3.2389)
H (2.0846, 1.6806, 0.4930)
H (1.3220, -1.2384, -1.4469)
H (0.1713, 0.6142, -0.7983)
H (2.3970, -1.3610, -3.8192)

---

Record 4
7 unconnected molecules or ions with the total composition C20H34O27S7 in a non-equilibrium geometry, computed with the ωB97M-V functional and the def2-TZVPD basis.

**HOMO-LUMO gap**: 8.7 eV
**Molecular weight**: 930.93 g mol⁻¹
**Max |F|**: 2.12 eV Å⁻¹

CARTESIAN COORDINATES (ANGSTROEM)
H (-3.2460, -0.3464, -2.7642)
O (0.2294, -6.2585, -4.4928)
H (4.9025, 1.8681, 3.6461)
O (-5.1852, 8.2571, -3.1686)
O (-3.6271, -2.8788, -3.7957)
H (1.9418, -4.4609, 1.0007)
O (-1.0376, -2.0576, 2.6575)
O (-3.1653, 5.2127, -1.7283)
H (5.0594, -0.5776, 2.5339)
H (1.5118, 3.8527, 1.0829)
O (-1.9556, -7.2149, -4.1193)
H (1.0065, -4.0287, -0.4496)
H (-0.3100, 3.3609, 2.4360)
O (3.5594, 1.9355, -0.3861)
O (4.6552, -4.6375, 7.4119)
S (-3.7936, 8.2918, -2.8894)
H (-1.8677, -6.9201, -6.1498)
H (6.4333, 0.5280, 2.3039)
H (2.7836, -5.1299, 6.6430)
H (-1.7441, -8.6190, -5.6376)
H (-5.5519, -2.1743, -3.6265)
C (0.9875, -4.0720, 0.6359)
C (-1.4508, -7.5994, -5.4027)
O (-3.5826, 9.0673, -1.4972)
O (-0.3644, -4.4172, 2.5125)
O (-1.5917, -4.8029, -3.7446)
O (5.9524, -2.6264, 7.9907)
O (-1.8049, -3.2367, -2.1382)
H (-4.9193, -0.3337, -2.1623)
C (-4.1196, -0.9639, -2.5429)
O (-3.0994, 9.3918, -3.8401)
C (-0.5589, 2.5131, 1.7988)
H (-4.0793, 5.4351, -1.5068)
C (5.3661, 0.3817, 2.1250)
H (0.3640, 1.3626, -1.2539)
S (-2.3162, 5.0888, -0.3414)
H (0.0223, -5.9459, 1.1499)
O (6.9276, -4.3749, 6.5250)
C (3.8753, -3.6933, 5.4291)
C (-1.0748, 0.3630, 0.0722)
O (-1.0722, 4.2322, -0.9475)
S (5.8206, -3.6193, 6.9865)
C (-1.4595, 1.5164, 2.1856)
H (0.4998, -8.2788, -4.7541)
H (3.1268, -3.0374, 4.9925)
O (4.6937, 2.5725, 1.6986)
S (-1.0179, -6.0687, -3.4981)
C (4.5499, 1.5316, 2.6750)
O (1.1214, -2.8076, 3.6265)
O (-3.0021, 7.1142, -2.8840)
C (1.0237, 3.5483, 0.1517)
H (-3.8803, 11.1891, -3.2249)
C (-4.5437, -1.7733, -3.7518)
C (0.0496, -7.4374, -5.2852)
H (-2.3727, -0.3168, 1.6245)
H (4.1253, -4.4832, 4.7176)
O (-0.6361, -6.4587, -2.1887)
H (-1.6925, 9.8733, -1.5254)
H (0.5326, -7.3204, -6.2519)
C (-1.6871, 0.4669, 1.3160)
H (2.9337, -3.5143, 7.3691)
H (-1.9396, 1.6136, 3.1553)
C (3.4339, -4.2672, 6.7564)
C (-2.7232, 10.1965, -1.6862)
H (-1.0875, -4.6668, 0.6017)
S (0.1062, -2.8897, 2.6322)
H (-2.1267, 11.2010, -3.5236)
H (0.7558, 4.9978, -1.4185)
O (-3.1328, 4.2805, 0.5366)
C (-2.9530, 10.6207, -3.1218)
C (0.2073, 4.7179, -0.5109)
O (5.9867, 2.4561, -0.3850)
S (4.8328, 1.9206, 0.2389)
O (5.0735, -2.9612, 5.7270)
C (-0.1755, -4.8776, 1.1630)
H (-4.4930, -1.2030, -4.6754)
H (-2.9703, 10.9822, -0.9768)
H (0.1388, 5.6009, 0.1331)
S (-3.2092, -3.2713, -2.3000)
H (1.7570, 3.1435, -0.5593)
H (-1.2754, -0.4705, -0.5983)
O (-3.7444, -1.9385, -1.5653)
O (-4.0156, -4.3558, -1.8651)
O (0.7926, -2.7643, 1.1921)
O (5.1383, 0.4178, 0.7104)
H (3.4906, 1.2721, 2.7427)
C (0.0603, 2.4247, 0.5560)
C (-0.1727, 1.3521, -0.3082)

---

Record 5
A molecular structure, C20H35AlBBrF7LiN6O12S2 in a non-equilibrium geometry, computed with the ωB97M-V functional and the def2-TZVPD basis.

**HOMO-LUMO gap**: 1.3 eV
**Molecular weight**: 873.29 g mol⁻¹
**Max |F|**: 3.17 eV Å⁻¹

CARTESIAN COORDINATES (ANGSTROEM)
H (1.2191, -1.3572, 2.3869)
C (-0.8973, -4.8029, 0.1322)
H (2.2919, -0.2451, -1.3525)
H (6.5942, 1.4842, -5.2010)
H (0.1284, -1.6750, 0.2147)
H (-8.1317, 2.4103, 4.4817)
H (0.5807, 0.0245, 0.2098)
H (1.1358, -1.4448, -1.9155)
H (-0.8427, -3.7146, 0.0476)
H (-6.7004, -0.8474, -0.3379)
H (6.1264, 2.1854, -7.4943)
F (-3.5480, -3.8037, 2.8278)
F (4.9030, 2.7034, 1.9583)
C (4.1982, 1.7725, -6.5429)
H (-9.3815, -0.7983, -0.1456)
C (-4.3150, 1.7806, 4.4943)
S (3.4663, 2.8312, 2.6571)
F (4.1291, 6.3774, 4.0405)
S (4.5430, 4.8518, 3.9572)
N (2.8165, -2.3067, -0.9468)
F (0.5984, -0.1916, 3.8027)
C (0.1532, -5.5920, -0.6183)
N (3.3609, 4.3488, 3.0255)
H (-1.8866, -5.0784, -0.2519)
N (2.0744, -4.1856, 0.2848)
H (-4.5685, 1.2838, 6.5710)
C (-5.0597, 1.6022, 5.6607)
Al (1.0428, -7.3198, 1.4326)
F (-2.3883, -2.4090, 1.3965)
C (2.5686, -2.9616, 0.2293)
H (2.1845, -4.6816, 1.1557)
H (4.5780, 3.5319, -4.1938)
H (-6.8104, 2.7156, 2.4072)
C (-7.0638, 2.2332, 4.4892)
H (-5.8310, 0.4459, 0.5053)
H (1.2800, -4.1052, -1.6840)
F (-3.8487, -3.9765, 0.5457)
O (5.8356, 4.9103, 3.3402)
H (2.8835, -2.8422, 2.1849)
H (4.3559, 0.7052, -6.7320)
H (2.3493, -0.1750, 1.7116)
H (-3.2476, 1.6025, 4.5007)
Li (3.7940, 0.2904, -0.1508)
C (6.0953, 2.4506, -5.3102)
C (-4.9442, 2.1842, 3.3295)
O (2.5945, 2.4676, 1.5678)
H (5.2571, 3.6129, -6.9203)
H (-4.3679, 2.3243, 2.4245)
O (4.1165, -1.2950, -4.5451)
N (3.5286, 5.7204, -2.7722)
H (-7.0097, 1.6992, 6.5629)
C (-6.3200, 2.4081, 3.3201)
O (2.7206, -2.7038, -3.6890)
H (-10.0771, 0.5262, 0.8065)
O (3.7959, 1.9203, -5.1804)
O (2.0519, -1.2514, -5.1351)
C (4.8580, 2.4983, -4.4318)
N (2.8768, -2.2365, 1.3718)
C (-6.4347, 1.8336, 5.6555)
C (0.9886, -0.9933, 0.2217)
H (-9.2510, -0.8076, 1.6340)
Br (-0.8647, -5.3675, 2.0094)
C (-7.9497, 0.5801, 0.6519)
F (-4.6585, -2.1392, 1.6842)
C (-6.6852, -0.2257, 0.5585)
C (1.8392, -1.1281, 1.4973)
H (2.8455, -2.9302, -1.7557)
H (0.2112, -6.5518, -0.0477)
O (2.4701, 6.2514, -3.0824)
O (4.5777, 6.0671, -3.3036)
B (-3.6251, -3.0747, 1.6205)
H (-0.2543, -5.8532, -1.6054)
C (1.4685, -4.8377, -0.8935)
H (4.9829, 1.9493, -3.4965)
O (-7.9261, 1.7931, 0.6589)
C (1.8100, -1.2054, -1.0843)
H (6.8146, 3.2337, -5.0750)
N (2.9631, -1.7407, -4.4693)
O (4.4851, 4.4343, 5.3250)
H (3.3982, 2.1238, -7.1959)
C (5.4865, 2.5670, -6.7005)
O (3.5489, 1.8911, 3.7315)
O (3.5374, 4.8294, -1.9226)
C (-9.2496, -0.1786, 0.7425)
H (-6.5786, -0.8568, 1.4404)
H (2.2030, -5.5653, -1.2824)

---

Record 6
A molecular structure, C20H35AsCrO6P2STe, computed with the ωB97M-V functional and the def2-TZVPD basis.

**HOMO-LUMO gap (spin up / spin down)**: 7.4 / 7.5 eV
**ΔE to the lowest compared entry with this formula, charge and spin**: 0.0 kJ/mol
**Molecular weight**: 720.03 g mol⁻¹
**Spin multiplicity**: 5
**Max |F|**: 0.35 eV Å⁻¹

CARTESIAN COORDINATES (ANGSTROEM)
O (2.6103, 1.5594, 2.7857)
H (-2.1426, -0.5161, 3.7831)
C (-3.9154, -0.6874, 0.3389)
H (-0.1863, -4.4955, 0.9062)
P (2.1907, 0.4992, 1.6783)
H (-0.8947, 0.0050, 1.7216)
C (-1.9335, -0.2882, 1.6740)
H (2.4817, -0.0797, 5.1056)
H (2.4044, -3.5162, -0.9657)
C (-1.7836, -0.0595, -0.8033)
C (2.6799, 2.9656, 2.4362)
H (1.1938, -4.7550, -1.4143)
H (-1.4675, -4.4009, -1.5723)
H (2.6623, 4.0957, -1.4742)
H (-2.3841, -2.9469, -1.0812)
H (-1.5401, -2.9654, -2.6293)
H (-0.9797, -3.0179, 1.5189)
O (1.0101, 0.9645, 0.8837)
C (1.4703, -3.7034, -1.4918)
O (1.9280, -0.7889, 2.5538)
P (0.3708, 1.8080, -2.7749)
O (1.2009, 3.1587, -2.5345)
H (-0.4029, 3.2459, -5.0640)
H (0.7862, -3.1863, 1.6190)
C (1.7812, -0.9024, 4.9668)
C (-1.0904, 3.4524, -4.2439)
H (-5.6246, -1.0017, -0.9479)
As (0.0795, -2.5787, -0.7280)
H (1.6837, 3.3855, 2.5743)
C (-3.8757, -0.4504, -2.0487)
H (4.6926, 3.1886, 3.1533)
C (-3.9938, -0.9270, 2.7496)
C (-1.4971, -3.3114, -1.5981)
C (0.8084, 0.0162, -4.6302)
C (-2.6300, -0.5714, 2.8163)
H (-4.5397, -1.1483, 3.6583)
H (0.4577, 0.2061, 3.6594)
O (1.0808, 1.3342, -4.1543)
Te (4.0678, 0.0781, 0.2187)
H (2.3362, -1.8403, 4.9581)
C (-2.5009, -0.1242, -1.9801)
H (3.2389, 2.7480, -2.4952)
C (-2.5383, -0.3377, 0.3906)
H (1.6184, -3.4346, -2.5365)
H (-5.6657, -1.2449, 1.4672)
C (-0.0956, -3.4155, 1.0212)
S (2.7214, -0.3839, -1.6693)
H (3.4462, 3.4959, 4.3744)
H (1.0912, -0.9194, 5.8123)
H (2.9492, 3.0563, 1.3809)
C (1.0086, -0.7354, 3.6831)
H (0.5916, -0.6673, -3.8015)
C (-4.6161, -0.9799, 1.5362)
C (-4.5734, -0.7384, -0.9145)
C (3.7063, 3.6207, 3.3233)
Cr (0.3498, 0.0177, -0.9531)
H (0.2977, -1.5442, 3.5220)
H (-4.3655, -0.4812, -3.0158)
H (-0.0436, 0.0298, -5.3115)
H (1.6967, -0.3356, -5.1488)
H (-2.0085, 0.0666, -2.9272)
H (-0.8450, 4.4129, -3.7943)
O (-1.0248, 2.4201, -3.2504)
H (2.3739, 2.4048, -0.9824)
H (3.7570, 4.6885, 3.1070)
C (2.4476, 3.0900, -1.8284)
H (-2.1126, 3.4665, -4.6130)